{
  "formula": "C14H28F6MnN4O10S2",
  "method": "ωB97M-V with the def2-TZVPD basis set",
  "symbols": ["Mn", "C", "F", "F", "F", "S", "O", "O", "O", "C", "F", "F", "F", "S", "O", "O", "O", "C", "O", "N", "C", "C", "H", "H", "H", "H", "H", "H", "H", "C", "O", "N", "C", "C", "H", "H", "H", "H", "H", "H", "H", "C", "O", "N", "C", "C", "H", "H", "H", "H", "H", "H", "H", "C", "O", "N", "C", "C", "H", "H", "H", "H", "H", "H", "H"],
  "positions_angstrom": [[-3.18, 1.13, 1.92], [0.75, -0.88, 1.54], [0.91, -1.43, 0.32], [-0.12, -1.61, 2.23], [1.93, -0.92, 2.18], [0.26, 0.90, 1.36], [-1.20, 1.00, 1.61], [1.03, 1.65, 2.30], [0.51, 1.16, -0.04], [-2.25, -0.88, 5.22], [-1.88, -1.90, 4.44], [-2.29, -1.28, 6.49], [-1.36, 0.11, 5.11], [-3.94, -0.33, 4.74], [-3.88, -0.23, 3.24], [-4.72, -1.46, 5.14], [-4.18, 0.93, 5.35], [0.06, -6.07, -1.98], [-0.40, -7.02, -2.58], [-0.59, -5.38, -1.01], [0.05, -4.25, -0.35], [-1.95, -5.72, -0.60], [1.07, -5.65, -2.12], [-0.41, -4.05, 0.62], [0.02, -3.33, -0.94], [1.09, -4.49, -0.15], [-1.94, -6.19, 0.39], [-2.52, -4.79, -0.51], [-2.34, -6.43, -1.32], [5.45, 0.89, -2.40], [5.19, -0.29, -2.55], [4.74, 1.77, -1.66], [3.53, 1.36, -0.98], [5.16, 3.15, -1.51], [6.33, 1.37, -2.87], [3.32, 0.33, -1.29], [2.76, 2.10, -1.15], [3.60, 1.20, 0.11], [6.12, 3.35, -1.98], [4.39, 3.80, -1.95], [5.31, 3.43, -0.46], [-0.54, 4.86, 0.67], [-1.70, 4.70, 0.38], [0.51, 4.65, -0.15], [1.82, 4.45, 0.46], [0.26, 4.05, -1.43], [-0.26, 5.20, 1.68], [1.92, 3.42, 0.83], [1.99, 5.10, 1.32], [2.61, 4.50, -0.28], [0.15, 2.97, -1.39], [-0.58, 4.55, -1.91], [1.13, 4.21, -2.08], [-2.96, -1.08, -0.46], [-3.36, -0.36, 0.47], [-2.53, -0.66, -1.63], [-2.83, 0.68, -2.09], [-2.16, -1.64, -2.64], [-2.89, -2.16, -0.29], [-3.36, 0.65, -3.05], [-1.95, 1.31, -2.21], [-3.55, 1.15, -1.43], [-1.30, -1.27, -3.19], [-1.85, -2.56, -2.16], [-2.99, -1.78, -3.33]],
  "relative_energy_ev": 3.189,
  "max_force_ev_per_a": 1.68,
  "spin_multiplicity": 6
}